The following is a DFT calculation (ωB97M-V/def2-TZVPD) of C2H18Li4O13S as an isolated structure.

Values from the calculation:
Gap between HOMO and LUMO: 5.4178 eV
LUMO: -2.460 eV
Highest occupied orbital energy: -7.88 eV
Calculated total energy: -40644.28509 eV
Total charge: 0

```
38
Properties=species:S:1:pos:R:3:forces:R:3
Li 13.68765 11.51699 -2.15142 -0.7 0.6 1.1
Li 12.28015 7.57108 -0.49247 -0.5 1.3 0.6
Li 9.00942 10.84116 -2.15092 0.1 -1.0 -0.2
Li 11.50229 10.79330 -0.65505 1.6 -0.6 1.2
S 11.44651 9.06825 -2.85181 -0.1 0.0 -1.1
O 11.22812 9.11262 -4.30122 0.8 0.5 0.8
O 10.10751 9.28683 -2.26796 -1.6 1.7 1.2
O 11.90395 7.73297 -2.42961 0.4 0.5 0.6
O 12.29796 10.15415 -2.34594 0.3 -0.4 -0.4
O 11.82549 9.18480 0.68082 0.7 0.1 -1.4
C 12.82226 9.84524 1.46957 -0.4 -0.2 -1.0
C 13.80400 10.76790 0.65764 -1.3 1.2 -0.5
O 13.23147 11.84710 -0.11063 -1.1 -1.2 -0.7
H 13.42799 9.09029 1.98661 0.3 0.0 0.1
H 12.26931 10.37736 2.25013 0.4 0.5 0.1
H 14.31493 10.17679 -0.11641 0.5 -0.8 0.6
H 14.49531 11.26394 1.34553 0.4 -0.6 0.2
O 11.65714 11.73278 -5.49078 -0.3 -0.3 0.2
H 11.45423 10.82028 -5.21956 0.2 0.0 -0.1
H 10.94132 11.97718 -6.08708 0.1 0.1 -0.1
O 12.35741 12.88532 -3.16826 0.3 -0.5 -0.2
H 12.11376 12.41621 -4.00366 0.0 0.5 0.0
H 11.51993 13.14163 -2.77801 0.2 0.2 0.2
O 12.30066 8.46853 -6.58459 -0.3 0.4 0.0
H 12.33336 7.51830 -6.43993 0.0 0.0 0.1
H 11.81724 8.82049 -5.80555 0.7 -0.8 -0.9
O 13.87373 6.57116 -3.95175 0.1 0.2 0.2
H 13.30352 7.12572 -3.38875 0.2 -0.4 -0.4
H 13.85133 5.70041 -3.54334 -0.1 0.0 -0.1
O 11.03718 5.13448 -2.24529 0.0 -0.1 0.1
H 11.70267 4.97735 -1.56948 0.0 -0.2 0.0
H 11.14597 6.06215 -2.49175 0.0 -0.1 -0.1
O 8.31869 7.50018 -1.57645 -0.1 0.2 -0.3
H 8.30754 6.69801 -2.11070 0.0 0.0 0.1
H 9.00181 8.06793 -1.98509 -0.2 -0.6 0.4
O 8.73860 8.66487 -5.13204 0.0 0.5 0.4
H 9.58025 8.95231 -4.71223 -0.5 -0.5 -0.4
H 8.07715 8.71218 -4.43371 0.0 -0.2 -0.1
```
Forces are in eV/Å.